1.
Formula: C15H18
Source: the Open Molecules 2025 dataset
Level of theory: the ωB97M-V functional and the def2-TZVPD basis

```
33
C15H18 (the ωB97M-V functional and the def2-TZVPD basis)
C 3.3449 -2.2657 -1.2657
C 2.2794 1.0984 1.1406
C 2.0966 -1.6474 -1.3849
C -2.5427 1.2248 0.0768
C 1.7174 -0.6293 -0.5508
C -2.3960 0.4694 -2.3106
C 3.9389 -0.7522 0.5503
C -4.3706 0.6187 1.5121
C -3.1881 1.2992 1.3227
C -4.8443 -0.2240 0.5034
C -4.2508 -0.2431 -0.7480
C 2.6965 -0.0967 0.3752
C -3.0648 0.4592 -0.9504
C 3.3492 1.8520 1.9158
C 4.2254 -1.8321 -0.2224
H 1.7862 1.7517 0.4158
H 3.6836 -3.1128 -1.8408
H 5.1365 -2.3644 0.0105
H 3.5347 1.4942 2.9271
H 4.6099 -0.4155 1.3316
H -3.1422 0.7261 -3.0695
H 3.0175 2.8838 2.0183
H -4.9844 0.6877 2.3949
H 4.2901 1.9146 1.3554
H -2.8557 2.0471 2.0306
H 1.4487 0.7354 1.7751
H -1.6625 1.2782 -2.4149
H -5.7175 -0.8233 0.7078
H 0.7592 -0.1490 -0.6801
H -1.8610 -0.4624 -2.5094
H -1.6879 1.8762 -0.0510
H 1.3954 -1.9145 -2.1541
H -4.7518 -0.7433 -1.5729
```

Its multiplicity is 2. As for the energy above the lowest of the compared OMol25 structures with the same formula, charge and spin: 0.5 kcal per mole. For the HOMO-LUMO gap (spin up / spin down), the calculation gives 6.99 / 3.25 eV. As for the charge: +1. Its HOMO energy (spin up / spin down) is -11.29 / -11.28 eV.

Here are the natural (NBO) charges for atoms 1 to 8, given in e: 0.025 -0.483 -0.227 -0.240 -0.107 -0.634 -0.221 -0.217

=====

2.
Formula: C15H18AsF6I2N3O6S5Zn
Source: the Open Molecules 2025 dataset
Level of theory: the ωB97M-V functional and the def2-TZVPD basis

```
57
C15H18AsF6I2N3O6S5Zn (the ωB97M-V functional and the def2-TZVPD basis)
I -1.7841 -3.1718 2.8245
I -1.0103 -5.4369 3.9633
As 0.9900 0.3884 -2.8459
Zn -1.0012 0.9463 -0.0306
S 0.2412 2.0551 -1.7714
S -0.5480 3.8679 2.1426
S 1.7872 2.5149 3.3908
S -3.6094 1.9526 -0.6798
S -3.7497 -0.7034 0.0913
F -2.7514 1.9272 -3.1933
F -4.0955 -3.2206 -0.4029
F -3.8471 -2.0357 -2.1970
F -4.8183 2.4933 -2.9284
F -3.2424 3.8780 -2.3907
F -2.1368 -2.5041 -0.9669
O -2.7972 -0.7964 1.1741
O -5.1474 -0.6929 0.3565
O -4.8923 2.2576 -0.1502
O -0.0624 -0.7745 0.1435
O -2.4395 2.5536 -0.0284
O 3.2272 -0.8282 2.7811
N -3.2165 0.4247 -0.9257
N 1.0474 0.3135 1.8440
N 0.1590 1.3616 1.6338
C -3.4335 -2.2098 -0.9465
C 0.8355 -0.7172 1.0604
C -3.5978 2.5991 -2.4221
C 3.6591 -3.0292 2.1151
C 1.3916 -3.0662 0.5296
C -0.2910 -1.0187 -3.0790
C 0.4306 2.4251 2.2895
C 2.1819 -4.1940 0.6087
C 2.8535 -1.8900 2.0516
C 1.6013 4.2900 3.7077
C 3.3264 -4.1631 1.4038
C 1.4760 0.9944 -4.6036
C 1.7100 -1.9002 1.2336
C 0.1250 4.6252 3.6434
C 2.5692 -0.3912 -2.0841
H 2.2043 1.7973 -4.5118
H 3.3014 0.3950 -1.9139
H -0.0425 5.6989 3.5702
H 1.9095 -5.0914 0.0703
H 1.8986 0.1687 -5.1744
H -0.3411 -1.5717 -2.1446
H -1.2620 -0.5761 -3.2987
H -0.4065 4.2371 4.5114
H 4.5385 -2.9950 2.7443
H 0.5822 1.3720 -5.0959
H 0.4916 -3.0633 -0.0704
H 2.9682 -1.1390 -2.7690
H 3.9596 -5.0386 1.4746
H 2.5477 -0.1262 2.6453
H 2.3076 -0.8661 -1.1405
H 0.0232 -1.6676 -3.8956
H 2.1645 4.8492 2.9616
H 2.0151 4.4924 4.6948
```

As for the energy above the lowest of the compared OMol25 structures with the same formula, charge and spin: 6.5 kcal per mole. For the HOMO-LUMO gap, the calculation gives 7.36 eV. Its HOMO energy is -8.20 eV.

Here are the natural (NBO) charges for atoms 1 to 8, given in e: 0.040 -0.043 1.488 1.647 -0.767 0.335 0.320 2.228

=====

3.
Formula: C15H18AsF6I2N3O6S5Zn
Source: the Open Molecules 2025 dataset
Level of theory: the ωB97M-V functional and the def2-TZVPD basis

```
57
C15H18AsF6I2N3O6S5Zn (the ωB97M-V functional and the def2-TZVPD basis)
I -0.7654 -2.2685 0.3070
I 0.5774 -4.8274 0.2737
As -3.8050 -0.8303 1.1838
Zn 0.5016 -0.2692 -1.1877
S 2.5422 -2.8127 -2.4502
S 0.7890 2.2659 -2.2732
S -1.3395 0.8951 -2.9449
S 4.3897 -2.5309 -0.1357
S -1.9088 -0.0390 0.6115
F -0.4026 3.7127 -4.1713
F 1.3398 2.6206 -4.8615
F -3.5177 2.1874 -3.5664
F -3.6099 1.3242 -1.5946
F 1.5671 4.3720 -3.6266
F -3.7431 0.0417 -3.3185
O 1.3518 0.9613 -2.6668
O -1.1549 -0.4550 -2.3640
O 0.0308 2.4994 2.2443
O -1.0433 1.0486 -4.3339
O 1.4718 3.0581 -1.3171
O 0.7010 0.8688 0.3491
N -0.7798 2.0355 -1.9812
N 2.2723 -0.9778 -0.6064
N 2.6746 -0.3321 0.5595
C 1.2493 2.2364 2.7615
C 3.7249 1.7939 3.9743
C 2.7998 2.6579 4.5564
C 4.4598 -4.0933 -1.0671
C 3.4034 1.1493 2.7998
C -3.1675 1.1422 -2.8371
C 1.5799 2.8823 3.9529
C -3.6435 -2.2100 2.5162
C 2.9910 -1.9586 -0.9960
C 2.1628 1.3422 2.1812
C -4.8486 0.5762 1.9687
C 1.8422 0.5915 0.9503
C 0.8169 3.2983 -3.8547
C -4.8860 -1.6246 -0.1940
C 4.0636 -3.8050 -2.5005
H 4.8229 -3.2273 -3.0245
H 4.0965 0.4690 2.3248
H -2.8910 -1.9219 3.2472
H -0.0146 2.0551 1.3739
H -5.7535 0.1552 2.4047
H -4.2592 1.0658 2.7406
H 3.7693 -4.7930 -0.5984
H -4.6072 -2.3369 3.0084
H -3.3426 -3.1402 2.0407
H -5.8206 -1.9395 0.2705
H -5.1147 1.2974 1.1985
H 5.4819 -4.4639 -1.0000
H -5.0941 -0.8949 -0.9733
H 3.0320 3.1581 5.4882
H -4.3715 -2.4863 -0.6137
H 4.6862 1.6294 4.4422
H 0.8562 3.5628 4.3819
H 3.8366 -4.7161 -3.0523
```

As for the energy above the lowest of the compared OMol25 structures with the same formula, charge and spin: 37.3 kcal per mole. For the HOMO-LUMO gap, the calculation gives 7.16 eV. Its HOMO energy is -7.79 eV.

Here are the natural (NBO) charges for atoms 1 to 8, given in e: 0.083 -0.418 1.473 1.638 0.317 2.191 2.201 0.340

=====

4.
Formula: C15H18BHgN12S
Source: the Open Molecules 2025 dataset
Level of theory: the ωB97M-V functional and the def2-TZVPD basis

```
48
C15H18BHgN12S (the ωB97M-V functional and the def2-TZVPD basis)
Hg 1.0417 0.4592 -0.8856
S 1.2128 0.8612 -3.2275
N -0.7202 -1.8774 -0.0647
N 4.6181 -0.4094 -4.4324
N -3.8694 -0.7203 2.3473
N 3.2944 -0.1476 -4.5464
N 3.6771 0.4468 -1.0818
N -1.8424 -1.0555 0.1722
N -2.9388 0.2615 2.2091
N 0.8011 0.3545 1.3273
N -0.4135 0.0203 1.9349
N -1.7216 1.5197 0.3329
N 3.8091 0.1789 -2.4857
N -1.9482 2.6723 1.0961
C 6.3068 -0.5897 -2.6915
C -0.1810 -0.9471 2.8756
C -1.1747 -3.0550 -0.5680
C -3.2073 1.2299 3.2073
C -2.5950 -3.0226 -0.7215
C 2.7736 0.3001 -3.3799
C -2.9211 -1.7006 -0.3835
C -4.7592 -0.3860 3.3408
C 1.2207 -1.2481 2.8962
C -4.3988 0.8932 3.8781
C -2.6704 3.0906 -0.9953
C 4.9363 -0.2746 -3.1698
C -2.4466 3.6026 0.2550
C 1.7906 -0.3992 1.9337
C -2.2665 1.7684 -0.9153
B -1.7493 0.2147 1.1474
H 6.5942 -0.2543 -1.6186
H -4.7520 1.4635 4.7276
H 2.8236 -0.2719 1.6936
H -3.9309 -1.2442 -0.2791
H -0.5514 -3.9404 -0.6974
H 6.4753 -1.7185 -2.7191
H -2.4839 4.7227 0.4586
H 2.8374 -0.0326 -5.4228
H -2.2636 1.0137 -1.6559
H -5.5528 -1.0638 3.6299
H -3.0573 3.5507 -1.9017
H 7.0119 -0.0686 -3.3633
H 4.0079 1.4230 -0.9552
H -2.4593 1.9661 3.3280
H 4.2310 -0.2339 -0.4644
H -1.0118 -1.5051 3.3611
H -3.2708 -3.8330 -1.0294
H 1.6945 -2.0144 3.5030
```

As for the energy above the lowest of the compared OMol25 structures with the same formula, charge and spin: 41.9 kcal per mole. For the HOMO-LUMO gap, the calculation gives 6.05 eV. As for the charge: +1. Its HOMO energy is -10.14 eV.

Here are the natural (NBO) charges for atoms 1 to 8, given in e: 1.334 -0.121 -0.395 -0.210 -0.297 -0.324 -0.682 -0.405

=====

5.
Formula: C15H18ClHgIN3O
Source: the Open Molecules 2025 dataset
Level of theory: the ωB97M-V functional and the def2-TZVPD basis

```
40
C15H18ClHgIN3O (the ωB97M-V functional and the def2-TZVPD basis)
Hg -0.2934 2.7943 1.2675
I -4.4512 -3.2491 0.3826
Cl -8.3791 0.8827 -0.3776
O -2.7424 -0.7485 -0.2287
N -3.3181 1.8720 -0.4412
N 3.9255 -1.0325 0.2716
N 3.2261 0.9460 1.2953
C 4.0847 0.2680 0.5952
C 5.6732 -2.7930 0.2156
C -6.7007 0.4172 -0.1683
C 1.5993 -1.4656 -0.1490
C -5.6858 1.4149 -0.2959
C 5.1375 1.1088 -0.0914
C -5.9847 2.8357 -0.3795
C 2.7840 -1.7845 0.7346
C -3.9096 -0.3481 -0.1821
C -6.2967 -0.9330 0.0295
C -4.9875 -1.3393 -0.0079
C -4.9186 3.7295 -0.4643
C 4.7912 -1.8029 -0.5715
C -4.3472 1.0186 -0.2734
C -3.6102 3.1815 -0.5134
H 1.4294 -0.4332 -0.0769
H 0.6102 -1.9063 0.1313
H -2.8279 3.9458 -0.5200
H 3.4969 1.9208 1.3319
H 4.7685 1.3010 -1.1033
H 6.2698 -2.2765 1.0334
H 5.0041 -3.6133 0.5359
H 6.4899 -3.2757 -0.3206
H 2.9500 -2.8704 0.6542
H -7.0779 -1.6553 0.1498
H 6.1057 0.6598 -0.2832
H 4.2064 -2.3243 -1.3373
H 1.7446 -1.5809 -1.2240
H -4.9073 4.7987 -0.3432
H 2.5462 -1.6276 1.7869
H 5.1631 2.0200 0.4827
H -7.0275 3.1187 -0.3312
H 5.4596 -1.1740 -1.2142
```

Its multiplicity is 2. As for the energy above the lowest of the compared OMol25 structures with the same formula, charge and spin: 0.0 kcal per mole. For the HOMO-LUMO gap (spin up / spin down), the calculation gives 7.84 / 5.93 eV. Its HOMO energy (spin up / spin down) is -8.19 / -8.21 eV.

Here are the natural (NBO) charges for atoms 1 to 8, given in e: 0.004 0.260 0.036 -0.471 -0.371 -0.441 -0.767 0.472

=====

6.
Formula: C15H18ClN5S
Source: the Open Molecules 2025 dataset
Level of theory: the ωB97M-V functional and the def2-TZVPD basis

```
40
C15H18ClN5S (the ωB97M-V functional and the def2-TZVPD basis)
Cl -5.4546 1.7989 -0.2452
S 0.4587 3.1103 -1.8300
N -0.2753 -0.4530 1.5126
N 1.4244 0.7077 0.3398
N -0.4325 1.8832 1.1754
N 1.6258 -1.5318 0.8031
N -2.0746 0.7368 2.2836
C 2.8641 -1.5985 0.0653
C 0.9432 -3.7740 0.1377
C 0.9078 -0.4084 0.8866
C -3.1950 1.4235 -1.6721
C -0.8960 0.7124 1.6318
C -1.9070 3.5874 -0.4974
C -1.2425 2.7973 -1.4248
C 0.7111 1.8003 0.5129
C -3.2067 3.2865 -0.1395
C -3.8385 2.1981 -0.7209
C -1.8918 1.7266 -2.0213
C 1.1370 -2.7957 1.2970
C 1.1912 3.0470 -0.1478
C 2.2471 -3.9182 -0.6437
C 2.7149 -2.5468 -1.1250
H -3.7269 3.8908 0.5875
H 0.6212 -4.7407 0.5271
H 2.2659 3.0204 -0.3085
H -2.5206 -0.1388 2.4895
H 3.6697 -2.6291 -1.6457
H 0.8897 3.9327 0.4063
H -3.7019 0.5841 -2.1219
H 1.9815 -2.1326 -1.8192
H -1.4097 4.4310 -0.0468
H 3.1141 -0.5901 -0.2630
H 1.8728 -3.2023 2.0020
H 0.1617 -3.3928 -0.5222
H 3.0113 -4.3571 0.0025
H 2.1031 -4.5863 -1.4947
H -1.3680 1.1256 -2.7486
H 0.1994 -2.6110 1.8206
H 3.6499 -1.9684 0.7355
H -2.6241 1.5750 2.2217
```

For the HOMO-LUMO gap, the calculation gives 8.98 eV. The SMILES is Nc1nc(CSc2ccc(Cl)cc2)nc(N2CCCCC2)n1. Its HOMO energy is -8.21 eV.

Here are the natural (NBO) charges for atoms 1 to 8, given in e: 0.000 0.247 -0.606 -0.590 -0.595 -0.395 -0.778 -0.222

=====

Repeat the fourth record exactly.
Formula: C15H18BHgN12S
Source: the Open Molecules 2025 dataset
Level of theory: the ωB97M-V functional and the def2-TZVPD basis

```
48
C15H18BHgN12S (the ωB97M-V functional and the def2-TZVPD basis)
Hg 1.0417 0.4592 -0.8856
S 1.2128 0.8612 -3.2275
N -0.7202 -1.8774 -0.0647
N 4.6181 -0.4094 -4.4324
N -3.8694 -0.7203 2.3473
N 3.2944 -0.1476 -4.5464
N 3.6771 0.4468 -1.0818
N -1.8424 -1.0555 0.1722
N -2.9388 0.2615 2.2091
N 0.8011 0.3545 1.3273
N -0.4135 0.0203 1.9349
N -1.7216 1.5197 0.3329
N 3.8091 0.1789 -2.4857
N -1.9482 2.6723 1.0961
C 6.3068 -0.5897 -2.6915
C -0.1810 -0.9471 2.8756
C -1.1747 -3.0550 -0.5680
C -3.2073 1.2299 3.2073
C -2.5950 -3.0226 -0.7215
C 2.7736 0.3001 -3.3799
C -2.9211 -1.7006 -0.3835
C -4.7592 -0.3860 3.3408
C 1.2207 -1.2481 2.8962
C -4.3988 0.8932 3.8781
C -2.6704 3.0906 -0.9953
C 4.9363 -0.2746 -3.1698
C -2.4466 3.6026 0.2550
C 1.7906 -0.3992 1.9337
C -2.2665 1.7684 -0.9153
B -1.7493 0.2147 1.1474
H 6.5942 -0.2543 -1.6186
H -4.7520 1.4635 4.7276
H 2.8236 -0.2719 1.6936
H -3.9309 -1.2442 -0.2791
H -0.5514 -3.9404 -0.6974
H 6.4753 -1.7185 -2.7191
H -2.4839 4.7227 0.4586
H 2.8374 -0.0326 -5.4228
H -2.2636 1.0137 -1.6559
H -5.5528 -1.0638 3.6299
H -3.0573 3.5507 -1.9017
H 7.0119 -0.0686 -3.3633
H 4.0079 1.4230 -0.9552
H -2.4593 1.9661 3.3280
H 4.2310 -0.2339 -0.4644
H -1.0118 -1.5051 3.3611
H -3.2708 -3.8330 -1.0294
H 1.6945 -2.0144 3.5030
```

As for the energy above the lowest of the compared OMol25 structures with the same formula, charge and spin: 41.9 kcal per mole. For the HOMO-LUMO gap, the calculation gives 6.05 eV. As for the charge: +1. Its HOMO energy is -10.14 eV.

Here are the natural (NBO) charges for atoms 1 to 8, given in e: 1.334 -0.121 -0.395 -0.210 -0.297 -0.324 -0.682 -0.405